Entry 1:
The molecule C21H28N6O2S in a non-equilibrium geometry. Source: OMol25; level of theory: ωB97M-V/def2-TZVPD.

Geometry (Å):
C (-1.03588, -2.19221, -5.72518)
C (-1.23592, -0.77938, -5.19336)
H (-1.08878, -0.05675, -5.99876)
H (-2.25956, -0.66134, -4.83254)
C (-0.25452, -0.47208, -4.05567)
N (-0.43605, 0.86039, -3.52548)
C (-1.29792, 1.19207, -2.53781)
O (-1.47910, 2.34599, -2.19981)
C (-1.99466, 0.05261, -1.81075)
H (-2.44434, -0.68256, -2.47309)
H (-2.73179, 0.45803, -1.11575)
S (-0.75852, -0.79691, -0.77022)
C (-1.17988, -0.15829, 0.81957)
N (-2.35036, 0.33673, 0.97864)
C (-2.63782, 0.77514, 2.23473)
N (-3.77059, 1.32562, 2.63172)
N (-3.58848, 1.57211, 3.93688)
C (-2.37777, 1.20089, 4.40506)
C (-1.71404, 0.66595, 3.31498)
C (-0.40980, 0.10090, 3.11491)
N (0.44369, 0.00029, 4.04225)
H (1.33437, -0.40752, 3.77534)
N (-0.20947, -0.30219, 1.76871)
C (1.06114, -0.82819, 1.39898)
C (1.41104, -2.12779, 1.75005)
C (2.64711, -2.62319, 1.39854)
C (3.55368, -1.83287, 0.68788)
C (3.19983, -0.53122, 0.34448)
C (1.96152, -0.03335, 0.70542)
H (1.68750, 0.97723, 0.44108)
H (3.87833, 0.10582, -0.19921)
O (4.73956, -2.42075, 0.38550)
C (5.69547, -1.68175, -0.33710)
H (6.54488, -2.34997, -0.46859)
H (6.01765, -0.79302, 0.21476)
H (5.31386, -1.38346, -1.31876)
H (2.93785, -3.62758, 1.66097)
H (0.71074, -2.74088, 2.29732)
C (-1.94241, 1.37040, 5.80939)
H (-1.96061, 2.42175, 6.09479)
H (-0.92868, 0.98954, 5.89678)
H (-2.59624, 0.82069, 6.48584)
H (-4.33554, 2.00342, 4.45873)
C (0.29146, 1.94935, -4.15728)
C (1.44407, 2.44628, -3.27982)
C (2.46701, 1.35846, -2.97547)
H (2.00739, 0.54147, -2.42298)
H (3.27573, 1.76690, -2.37349)
H (2.89549, 0.96300, -3.89520)
H (1.92969, 3.27838, -3.79309)
H (1.02190, 2.82528, -2.34878)
H (0.66701, 1.60136, -5.12069)
H (-0.40417, 2.77745, -4.32230)
H (0.76810, -0.55155, -4.43200)
H (-0.36237, -1.21124, -3.25923)
H (-0.02586, -2.31694, -6.10915)
H (-1.73685, -2.39889, -6.52969)
H (-1.19337, -2.92288, -4.93506)

Summary:
HOMO level = -7.992 eV
E_tot = -46102.6969 eV
SMILES string = [H]/N=c1/c2c(C)[nH]nc2nc(SCC(=O)N(CCC)CCC)n1-c1ccc(OC)cc1
orbital gap = 8.56 eV
spin multiplicity = 1

Entry 2:
The molecule C2H3FO2S in a non-equilibrium geometry. Source: OMol25; level of theory: ωB97M-V/def2-TZVPD.

Geometry (Å):
C (1.35324, -0.31196, -0.27246)
C (0.51241, 0.52369, 0.30034)
O (-1.28886, -1.93709, -0.00435)
O (-2.04225, 0.69488, 1.20023)
F (-1.43176, 0.73229, -1.32837)
S (-1.20637, 0.00376, 0.20635)
H (2.45081, -0.15538, -0.16566)
H (0.99252, -1.14703, -0.77867)
H (0.66027, 1.59684, 0.84260)

Summary:
HOMO level = -10.909 eV
E_tot = -19764.9365 eV
SMILES string = C=CS(=O)(=O)F
orbital gap = 9.90 eV
spin multiplicity = 1

Entry 3:
The molecule C17H18BrN3O4S in a non-equilibrium geometry. Source: OMol25; level of theory: ωB97M-V/def2-TZVPD.

Geometry (Å):
O (0.40484, -0.67952, 2.85518)
O (-0.82893, 0.36976, -2.15503)
O (-1.41330, 2.54535, -1.19605)
Br (-0.02632, 4.58427, 2.28933)
O (3.10681, 0.86948, -1.48898)
C (0.38109, -1.28848, 1.77839)
C (-3.52550, -2.54396, 0.46300)
C (-3.82268, -0.36066, -0.58005)
C (-1.73511, -0.90561, 0.55736)
C (-2.72722, -3.48632, 1.09831)
C (-0.90115, -1.76802, 1.29398)
C (-3.37561, 0.72671, -1.29185)
C (1.23354, 3.76546, -0.15716)
C (2.02339, 2.94257, -0.99526)
C (1.32373, 2.09939, 1.54326)
C (0.94471, 3.37121, 1.14676)
C (2.39528, 1.66305, -0.61765)
C (2.05646, 1.23274, 0.71040)
N (-3.02940, -1.25115, 0.16859)
N (1.41344, -1.09143, 0.86506)
N (-1.30597, 0.41593, 0.34503)
C (2.67938, 0.84980, -2.87696)
C (-1.36756, -3.17708, 1.68852)
C (1.56775, -1.94717, -0.34658)
C (2.46702, -0.16708, 1.18525)
S (-1.63158, 1.11408, -1.19046)
H (-4.53308, -2.82949, 0.22822)
H (-4.87240, -0.58448, -0.64506)
H (-3.10800, -4.48114, 1.25898)
H (-4.02092, 1.30694, -1.90619)
H (0.87528, 4.71303, -0.50548)
H (2.29449, 3.31556, -1.97329)
H (1.02718, 1.80813, 2.54489)
H (-0.38760, 0.65085, 0.64841)
H (3.03782, -0.02701, -3.35487)
H (3.04343, 1.76815, -3.43297)
H (1.60541, 0.79189, -2.92887)
H (-1.40793, -3.22275, 2.78949)
H (-0.65202, -3.91041, 1.36726)
H (0.84203, -1.65372, -1.12904)
H (1.32942, -2.98836, -0.16825)
H (2.55934, -1.88922, -0.76940)
H (2.69766, -0.17922, 2.23796)
H (3.36279, -0.47207, 0.64583)

Summary:
HOMO level = -7.841 eV
E_tot = -111456.3362 eV
SMILES string = COc1ccc(Br)cc1CN(C)C(=O)C1=C2NS(=O)(=O)C=CN2C=CC1
orbital gap = 8.32 eV
spin multiplicity = 1

Entry 4:
A cluster of 2 separate species, C14H17BrO2S2 in total in a non-equilibrium geometry. Source: OMol25; level of theory: ωB97M-V/def2-TZVPD.

Geometry (Å):
C (-0.88065, -3.15076, -3.66546)
C (-0.99874, -2.60452, -2.26025)
O (-1.50444, -1.29228, -2.25055)
C (-1.63274, -0.82879, -0.96213)
C (-2.15652, 0.50159, -0.84050)
C (-2.49805, 1.13626, 0.36245)
C (-2.54212, 0.42324, 1.58013)
C (-2.82235, 1.07230, 2.75868)
C (-3.06381, 2.43354, 2.77454)
Br (-3.28259, 3.34166, 4.41539)
C (-3.09632, 3.13938, 1.58690)
C (-2.83008, 2.51370, 0.39054)
O (-1.32454, -1.48571, 0.02869)
H (-0.50371, -4.17738, -3.68463)
H (-1.85814, -3.14680, -4.15754)
H (-0.21597, -2.53995, -4.27946)
H (-1.67507, -3.22134, -1.65480)
H (-0.02828, -2.59037, -1.74640)
H (-2.26999, 1.03736, -1.75980)
H (-2.36610, -0.64104, 1.56267)
H (-2.84249, 0.52278, 3.68697)
H (-3.31299, 4.19601, 1.61934)
H (-2.85003, 3.07336, -0.52800)
C (4.57523, 0.48483, 0.23834)
C (4.11025, -0.95769, 0.04174)
S (2.45742, -1.10171, -0.61447)
C (1.59315, 0.05698, 0.35910)
S (2.14856, 1.53385, 1.10016)
C (3.87144, 1.17329, 1.40686)
H (5.66778, 0.52450, 0.37068)
H (4.37584, 1.05198, -0.68135)
H (4.78086, -1.49896, -0.63242)
H (4.14056, -1.49533, 0.99340)
H (0.54785, -0.14676, 0.47596)
H (3.92138, 0.54601, 2.30103)
H (4.36539, 2.11678, 1.66421)

Summary:
HOMO level = -5.751 eV
E_tot = -110598.5218 eV
orbital gap = 3.32 eV
spin multiplicity = 1

Entry 5:
A structure of composition C16H48F2FeN17O14S2 in a non-equilibrium geometry. Source: OMol25; level of theory: ωB97M-V/def2-TZVPD.

Geometry (Å):
Fe (-0.58224, -0.78233, 0.12293)
N (-1.31615, -1.30322, 1.84659)
S (-2.17724, -0.77730, 3.00721)
O (-1.49916, -0.20221, 4.16608)
O (-3.43487, -1.44770, 3.27335)
F (-2.70162, 0.50061, 2.17827)
S (-0.98202, -2.78597, 2.70880)
O (-1.62962, -3.92954, 2.18907)
O (-0.58798, -2.79851, 4.11723)
F (0.41853, -3.05833, 1.96375)
C (-0.51142, -3.90521, -1.03488)
O (-0.34759, -2.67288, -0.87372)
N (0.47534, -4.79323, -1.00211)
N (-1.65030, -4.50468, -1.13244)
H (1.42010, -4.50763, -0.78772)
H (0.35077, -5.79509, -0.97289)
H (-2.52711, -4.03149, -0.96694)
H (-1.48875, -5.48100, -0.93050)
C (-0.89125, 2.42153, -0.17699)
O (-0.53199, 1.37672, 0.24831)
N (-2.01717, 2.96022, 0.18319)
N (-0.40181, 2.96474, -1.25227)
H (-2.63946, 2.71293, 0.93930)
H (-2.36621, 3.84284, -0.16214)
H (-0.56712, 3.94054, -1.45373)
H (0.28572, 2.43510, -1.76887)
C (0.80054, -0.13807, -2.73184)
O (0.01489, -0.20405, -1.82096)
N (1.86396, -0.87559, -2.95397)
N (0.75762, 0.77951, -3.66798)
H (2.17504, -1.50992, -2.23220)
H (2.33566, -0.76562, -3.84026)
H (1.52225, 0.94583, -4.30655)
H (-0.10408, 1.30554, -3.63853)
C (2.70653, -0.66642, 1.17816)
O (1.57943, -0.77775, 0.70821)
N (2.98778, 0.14876, 2.16688)
N (3.70877, -1.41447, 0.70259)
H (2.22754, 0.63886, 2.61626)
H (3.95043, 0.08780, 2.46635)
H (3.39084, -2.00975, -0.04885)
H (4.63439, -1.01110, 0.67753)
C (-3.63082, -1.33187, -0.88550)
O (-2.55782, -0.75122, -0.70322)
N (-3.91329, -2.08384, -1.85110)
N (-4.66465, -1.12443, -0.09768)
H (-3.14264, -2.40002, -2.42226)
H (-4.85006, -2.35874, -2.10994)
H (-4.42437, -0.42357, 0.58874)
H (-5.56399, -1.52614, -0.32108)
C (-0.71189, -2.62583, -5.61321)
O (0.17509, -3.33306, -5.92404)
N (-1.19813, -2.44501, -4.41659)
N (-1.54307, -2.07838, -6.40404)
H (-1.96164, -1.79324, -4.30545)
H (-0.82776, -2.98888, -3.65035)
H (-1.98092, -1.20268, -6.15600)
H (-1.62290, -2.43531, -7.34549)
C (1.66493, -6.32372, 2.02897)
O (1.86926, -6.37457, 0.76204)
N (0.67569, -5.69945, 2.67307)
N (2.40793, -6.76590, 2.99184)
H (-0.06524, -5.13054, 2.28906)
H (0.63431, -5.79689, 3.67751)
H (2.05774, -6.71622, 3.93788)
H (3.01035, -7.52446, 2.70588)
C (-2.81900, 0.60279, -4.39238)
O (-3.08025, -0.53735, -4.57713)
N (-2.91080, 1.13575, -3.26030)
N (-2.71970, 1.45778, -5.33546)
H (-2.90268, 2.14514, -3.29427)
H (-3.32362, 0.58445, -2.52156)
H (-2.71263, 2.41944, -5.02684)
H (-2.65939, 1.17270, -6.30252)
C (1.04343, 2.91413, 4.71217)
C (1.34896, 4.36426, 5.21780)
C (0.41416, 5.31058, 4.57651)
O (-0.01448, 4.58281, 3.37310)
C (-0.06271, 3.13333, 3.67830)
H (0.69872, 2.16672, 5.42677)
H (1.91547, 2.51839, 4.19158)
H (2.39163, 4.66498, 5.11532)
H (1.04773, 4.35775, 6.26532)
H (0.84351, 6.24229, 4.20816)
H (-0.48121, 5.49721, 5.16945)
H (0.09047, 2.51869, 2.79125)
H (-1.03925, 2.75864, 3.98503)
C (2.53852, 4.06191, 1.42577)
C (3.92797, 3.88800, 0.78169)
C (3.46973, 3.95154, -0.63861)
O (2.74339, 5.20061, -0.53747)
C (2.00425, 5.30432, 0.65766)
H (2.70560, 4.32958, 2.46910)
H (1.83656, 3.23429, 1.32392)
H (4.33860, 2.93168, 1.10565)
H (4.57452, 4.70135, 1.11113)
H (2.87062, 3.24091, -1.20798)
H (4.34400, 4.12356, -1.26643)
H (0.96453, 5.12449, 0.38428)
H (2.12672, 6.21838, 1.23868)

Summary:
HOMO level (spin up / spin down) = -11.058 / -11.056 eV
E_tot = -132857.1602 eV
orbital gap (spin up / spin down) = 8.76 / 8.76 eV
net charge = +1
spin multiplicity = 5

Which value of E_tot does entry 4 give?
-110598.5218 eV

Please write out number 3 again, unchanged.
The molecule C17H18BrN3O4S in a non-equilibrium geometry. Source: OMol25; level of theory: ωB97M-V/def2-TZVPD.

Geometry (Å):
O (0.40484, -0.67952, 2.85518)
O (-0.82893, 0.36976, -2.15503)
O (-1.41330, 2.54535, -1.19605)
Br (-0.02632, 4.58427, 2.28933)
O (3.10681, 0.86948, -1.48898)
C (0.38109, -1.28848, 1.77839)
C (-3.52550, -2.54396, 0.46300)
C (-3.82268, -0.36066, -0.58005)
C (-1.73511, -0.90561, 0.55736)
C (-2.72722, -3.48632, 1.09831)
C (-0.90115, -1.76802, 1.29398)
C (-3.37561, 0.72671, -1.29185)
C (1.23354, 3.76546, -0.15716)
C (2.02339, 2.94257, -0.99526)
C (1.32373, 2.09939, 1.54326)
C (0.94471, 3.37121, 1.14676)
C (2.39528, 1.66305, -0.61765)
C (2.05646, 1.23274, 0.71040)
N (-3.02940, -1.25115, 0.16859)
N (1.41344, -1.09143, 0.86506)
N (-1.30597, 0.41593, 0.34503)
C (2.67938, 0.84980, -2.87696)
C (-1.36756, -3.17708, 1.68852)
C (1.56775, -1.94717, -0.34658)
C (2.46702, -0.16708, 1.18525)
S (-1.63158, 1.11408, -1.19046)
H (-4.53308, -2.82949, 0.22822)
H (-4.87240, -0.58448, -0.64506)
H (-3.10800, -4.48114, 1.25898)
H (-4.02092, 1.30694, -1.90619)
H (0.87528, 4.71303, -0.50548)
H (2.29449, 3.31556, -1.97329)
H (1.02718, 1.80813, 2.54489)
H (-0.38760, 0.65085, 0.64841)
H (3.03782, -0.02701, -3.35487)
H (3.04343, 1.76815, -3.43297)
H (1.60541, 0.79189, -2.92887)
H (-1.40793, -3.22275, 2.78949)
H (-0.65202, -3.91041, 1.36726)
H (0.84203, -1.65372, -1.12904)
H (1.32942, -2.98836, -0.16825)
H (2.55934, -1.88922, -0.76940)
H (2.69766, -0.17922, 2.23796)
H (3.36279, -0.47207, 0.64583)

Summary:
HOMO level = -7.841 eV
E_tot = -111456.3362 eV
SMILES string = COc1ccc(Br)cc1CN(C)C(=O)C1=C2NS(=O)(=O)C=CN2C=CC1
orbital gap = 8.32 eV
spin multiplicity = 1

Which of these has the lowest E_tot?
C16H48F2FeN17O14S2